{"formula": "C4H6F2N4", "method": "ωB97M-V/def2-TZVPD", "e_tot_ev": -15639.46499, "max_force_ev_per_a": 4.35, "homo_ev": -9.87, "smiles": "NCC(F)(F)c1nc[nH]n1", "total_charge": 0, "lumo_ev": 0.77, "symbols": ["N", "C", "C", "F", "F", "C", "N", "C", "N", "N", "H", "H", "H", "H", "H", "H"], "xyz": [[1.3335, 0.7482, -2.2520], [0.4337, 0.5328, -1.1199], [0.2602, -0.8765, -0.7134], [1.4639, -1.4543, -0.2744], [0.0027, -1.7025, -1.6881], [-0.7447, -1.0317, 0.6328], [-0.6256, -1.8917, 1.6635], [-1.5273, -1.4866, 2.5245], [-2.1408, -0.3959, 2.0228], [-1.6362, -0.1121, 0.8160], [2.0483, 0.0015, -2.1672], [1.8367, 1.6328, -2.0682], [0.5833, 1.0269, -0.1870], [-0.5686, 0.8652, -1.5789], [-1.8581, -2.0884, 3.2641], [-2.9571, 0.0912, 2.3090]]}

---

{"formula": "C4H6F2O", "method": "ωB97M-V/def2-TZVPD", "e_tot_ev": -11725.24000, "max_force_ev_per_a": 2.57, "homo_ev": -9.76, "smiles": "CO[C@@H]1[C@H](F)[C@@H]1F", "total_charge": 0, "lumo_ev": 0.92, "symbols": ["C", "O", "C", "C", "F", "C", "F", "H", "H", "H", "H", "H", "H"], "xyz": [[1.8688, -0.1504, -0.4480], [0.5889, -0.7571, -0.6215], [-0.2215, -0.4184, 0.4642], [-1.7005, -0.4297, 0.1512], [-1.9954, -0.9214, -1.0846], [-0.9880, 0.8937, 0.2501], [-0.6946, 1.5386, -0.9075], [2.3006, -0.2966, 0.5432], [1.6869, 0.9524, -0.6667], [2.6062, -0.5795, -1.1665], [0.1214, -0.7106, 1.4837], [-2.3543, -0.6902, 0.9127], [-1.2185, 1.5693, 1.0898]]}

---

{"formula": "C4H6F2OS", "method": "ωB97M-V/def2-TZVPD", "e_tot_ev": -22562.41729, "max_force_ev_per_a": 2.01, "homo_ev": -9.10, "smiles": "CC(F)(F)COC=S", "total_charge": 0, "lumo_ev": 0.28, "symbols": ["C", "C", "F", "F", "C", "O", "C", "S", "H", "H", "H", "H", "H", "H"], "xyz": [[-2.1918, -1.2006, -0.2435], [-1.1644, -0.3838, 0.6025], [-1.1142, 0.9210, 0.1733], [-1.5225, -0.4444, 1.9227], [0.3107, -0.8276, 0.6107], [0.9417, -0.9926, -0.6561], [1.4643, 0.0735, -1.2938], [1.8788, 1.4995, -0.6495], [-2.0013, -1.0472, -1.3262], [-3.1601, -0.8323, 0.0576], [-2.0734, -2.2439, -0.0101], [0.8508, -0.0989, 1.2447], [0.3397, -1.8620, 1.0498], [1.6682, -0.2262, -2.2949]]}

---

{"formula": "C4H6F3N4", "method": "ωB97M-V/def2-TZVPD", "e_tot_ev": -18346.84962, "max_force_ev_per_a": 3.70, "homo_ev": -14.01, "total_charge": 1, "lumo_ev": -3.21, "symbols": ["C", "C", "C", "C", "N", "N", "N", "N", "F", "F", "F", "H", "H", "H", "H", "H", "H"], "xyz": [[2.9828, 0.6854, 0.9922], [2.1629, 1.4412, 0.5880], [-0.4113, -0.7300, -0.2344], [-2.5405, 0.5968, -0.0318], [-1.5383, -0.0228, -0.4887], [0.7679, -0.4793, -0.7335], [-3.6047, 0.8709, -0.7034], [1.8560, -1.3363, -0.2664], [1.1242, 2.1373, 0.2304], [-0.5259, -1.8116, 0.5806], [-2.4852, 1.0113, 1.2218], [3.8717, 0.2054, 1.2822], [-3.5597, 0.6771, -1.7306], [-4.4216, 1.3462, -0.3302], [1.6331, -1.8982, 0.7273], [2.6698, -0.6938, -0.0983], [2.0189, -1.9998, -1.0052]]}

---

{"formula": "C4H6FHgO4", "method": "ωB97M-V/def2-TZVPD", "e_tot_ev": -19324.74650, "max_force_ev_per_a": 6.56, "homo_ev": [-7.64, -9.63], "spin_multiplicity": 2, "total_charge": 0, "lumo_ev": [0.67, -1.01], "symbols": ["O", "C", "C", "O", "C", "O", "O", "C", "H", "F", "H", "H", "H", "H", "H", "Hg"], "xyz": [[-0.5445, -1.1547, 0.6018], [-1.5061, -1.0367, -0.3067], [-1.1404, 0.0068, -1.3654], [-0.4784, 1.0774, -0.6805], [0.7453, 0.8304, -0.2324], [1.5835, 0.4482, -1.1611], [1.0754, 1.1499, 0.9139], [2.7319, -0.3037, -0.7540], [-2.0188, 0.4303, -1.8606], [-2.7278, -0.5832, 0.3009], [-1.7865, -1.9904, -0.7906], [-0.4675, -0.4407, -2.1081], [3.2248, -0.6143, -1.6784], [3.3939, 0.3291, -0.1524], [2.4235, -1.1761, -0.1667], [-0.0628, -0.1124, 2.1415]]}

---

{"formula": "C4H6FIS", "method": "ωB97M-V/def2-TZVPD", "e_tot_ev": -25897.39121, "max_force_ev_per_a": 5.70, "homo_ev": -8.62, "smiles": "C/C(CS)=C(/F)I", "total_charge": 0, "lumo_ev": 0.40, "symbols": ["C", "C", "C", "S", "C", "F", "I", "H", "H", "H", "H", "H", "H"], "xyz": [[0.3423, -1.3528, -0.7151], [-0.0543, -0.3020, 0.2529], [0.6505, 1.0014, 0.2153], [0.2596, 1.8750, -1.3840], [-1.2592, -0.4192, 1.0691], [-1.6008, 0.5748, 1.8899], [-2.4075, -2.1416, 1.3095], [0.2809, -0.9454, -1.7270], [-0.2990, -2.2277, -0.6514], [1.3741, -1.6583, -0.5468], [1.7310, 0.8529, 0.2297], [0.3441, 1.6610, 1.0241], [0.6383, 3.0819, -0.9661]]}

---

{"formula": "C4H6FNO", "method": "ωB97M-V/def2-TZVPD", "e_tot_ev": -10499.58676, "max_force_ev_per_a": 3.89, "homo_ev": -9.76, "smiles": "C=C(F)CC(N)=O", "total_charge": 0, "lumo_ev": 0.90, "symbols": ["C", "C", "F", "C", "C", "N", "O", "H", "H", "H", "H", "H", "H"], "xyz": [[-2.0464, -0.5302, 0.4123], [-1.0904, 0.1632, -0.0844], [-0.9467, 1.4370, 0.2186], [0.1640, -0.4489, -0.8058], [1.4005, -0.2496, 0.0121], [1.6990, 1.0270, 0.2749], [2.0503, -1.1425, 0.4496], [-2.7719, 0.0150, 1.0443], [-1.9509, -1.5771, 0.2298], [0.1841, 0.0136, -1.8111], [0.0511, -1.5774, -0.9030], [0.8840, 1.5587, 0.0773], [2.3732, 1.3112, 0.8855]]}

---

{"formula": "C4H6FNO", "method": "ωB97M-V/def2-TZVPD", "e_tot_ev": -10498.10090, "max_force_ev_per_a": 3.40, "homo_ev": -9.35, "smiles": "C/N=C/F.C=C=O", "total_charge": 0, "lumo_ev": 0.76, "symbols": ["C", "N", "C", "F", "H", "H", "H", "H", "C", "C", "O", "H", "H"], "xyz": [[1.2478, 0.9323, -0.5458], [0.8901, 0.9725, 0.7926], [0.0292, 0.3102, 1.3841], [-0.2372, 0.4684, 2.6382], [0.8109, 0.0448, -1.1218], [0.7175, 1.6737, -1.1139], [2.3368, 1.1554, -0.6464], [-0.5104, -0.5305, 0.9130], [2.3927, -2.4519, 1.2748], [2.8911, -1.8651, 0.2092], [3.1944, -1.4315, -0.8134], [1.6394, -3.1844, 0.9622], [2.6559, -2.3102, 2.2992]]}